1.
{
  "formula": "C8H17N5O3",
  "method": "ωB97M-V/def2-TZVPD",
  "elements": ["H", "N", "C", "N", "N", "C", "C", "C", "C", "N", "C", "O", "C", "N", "C", "O", "O", "H", "H", "H", "H", "H", "H", "H", "H", "H", "H", "H", "H", "H", "H", "H", "H"],
  "positions_angstrom": [[0.7420, 2.9763, 0.8154], [0.1923, 2.5315, 0.0994], [-1.0801, 2.5403, 0.2664], [-1.7819, 2.8495, 1.4133], [-1.8285, 1.9429, -0.7234], [-2.7327, 0.7671, -0.3707], [-2.1741, -0.5296, 0.1852], [-1.3040, -1.2588, -0.8183], [0.2779, -1.0860, -0.7612], [0.7041, -0.4388, 0.4926], [1.9108, -0.6878, 1.1233], [2.3423, 0.1681, 1.9559], [2.6327, -1.9707, 0.7749], [3.8081, -2.2040, 1.5813], [0.9546, -0.4272, -1.9450], [2.1249, -0.4782, -2.2151], [0.1329, 0.1861, -2.7897], [-1.4055, 3.4687, 2.1008], [-2.8045, 2.8341, 1.2989], [-1.2253, 1.6023, -1.5083], [-3.3680, 1.1412, 0.4417], [-3.3460, 0.5198, -1.2533], [-1.6206, -0.2419, 1.0865], [-2.9425, -1.3143, 0.4118], [-1.7893, -1.2352, -1.7869], [-1.4146, -2.3126, -0.6201], [0.7832, -2.0634, -0.7293], [0.4047, 0.5249, 0.6206], [2.9068, -1.9722, -0.3321], [1.9156, -2.8556, 0.8814], [3.6751, -1.8529, 2.5591], [4.5816, -1.6684, 1.2600], [0.7281, 0.5449, -3.5153]],
  "forces_ev_per_a": [[-0.03, 0.30, 0.40], [-0.09, 0.41, -0.40], [1.15, -1.21, 0.91], [-1.31, -0.22, -0.84], [-0.81, -2.68, -1.62], [-1.09, 1.22, 0.48], [0.89, 0.01, -0.15], [1.39, -1.13, 0.27], [-0.12, 0.13, 0.78], [0.43, -0.33, -0.20], [0.04, 2.80, 1.28], [-1.01, -2.73, -2.14], [-0.13, -1.06, -0.72], [-0.39, -0.17, 1.54], [0.24, 0.10, -0.66], [0.48, -0.31, 0.69], [-0.14, 1.03, -1.37], [0.20, 0.14, 0.06], [0.99, 0.38, 0.32], [-0.36, 0.92, 1.08], [-0.42, -0.03, -0.53], [0.17, 0.53, 0.27], [-0.13, -0.64, 0.07], [0.09, 1.40, 0.19], [0.52, 0.68, -0.59], [0.02, -0.54, 0.44], [-0.65, 0.12, -0.20], [0.11, 0.09, -0.14], [-0.24, 0.20, 1.43], [0.73, 1.12, 0.02], [-0.16, -0.47, -1.24], [0.57, 0.45, -0.53], [-0.93, -0.48, 1.08]],
  "nbo_charge": [0.35, -0.80, 0.58, -0.84, -0.64, -0.21, -0.43, -0.42, -0.15, -0.63, 0.67, -0.63, -0.34, -0.82, 0.78, -0.60, -0.69, 0.40, 0.39, 0.41, 0.18, 0.20, 0.23, 0.23, 0.22, 0.21, 0.24, 0.43, 0.24, 0.20, 0.37, 0.36, 0.51],
  "e_tot_ha": -814.549247,
  "homo_lumo_gap_ev": 9.7,
  "total_charge": 0,
  "e_above_lowest_ev": 1.617,
  "spin_multiplicity": 1
}

2.
{
  "formula": "C8H17NO",
  "method": "ωB97M-V/def2-TZVPD",
  "elements": ["C", "C", "C", "C", "O", "H", "H", "H", "H", "H", "H", "H", "H", "H", "H", "C", "C", "C", "C", "N", "H", "H", "H", "H", "H", "H", "H"],
  "positions_angstrom": [[-1.4124, 1.1247, -0.1544], [-2.3809, 0.0809, -0.6696], [0.6114, 0.1383, -1.3325], [-1.3247, 2.4225, -0.9370], [-1.1709, 1.1681, 1.0704], [0.2753, 0.7172, 1.6701], [-2.3309, -0.0332, -1.7523], [-2.1901, -0.8752, -0.1842], [-0.4396, 2.9836, -0.6414], [-0.1014, 0.5110, -2.0591], [0.8351, -0.8517, -1.7285], [1.4722, 0.8049, -1.3925], [-3.3944, 0.3944, -0.3954], [-2.2113, 3.0151, -0.6928], [-1.3039, 2.2677, -2.0148], [2.7298, -1.0319, 0.2327], [1.3374, -0.6592, 0.6680], [0.4014, -1.7810, 0.7963], [-0.4980, -1.9283, 1.7689], [1.2472, 0.3373, 1.5756], [1.9362, 1.0700, 1.4683], [0.4705, -2.5217, 0.0083], [3.2109, -1.6326, 1.0081], [2.6964, -1.6198, -0.6833], [3.3427, -0.1466, 0.0537], [-0.5974, -1.2134, 2.5718], [-1.2107, -2.7415, 1.7455]],
  "forces_ev_per_a": [[-1.12, 0.75, 1.68], [0.37, -0.22, -0.10], [1.08, -0.93, 0.25], [0.41, -0.25, -0.20], [-0.22, -0.10, -1.44], [0.82, -0.30, 0.07], [-0.02, 0.00, 0.05], [0.04, 0.03, -0.03], [-0.03, 0.00, 0.05], [-0.65, 0.22, 0.44], [0.44, -0.02, -0.13], [0.22, -0.12, -0.06], [0.13, 0.11, -0.01], [0.03, -0.09, 0.07], [-0.04, -0.01, 0.02], [-0.17, 0.25, -0.41], [-0.37, 0.53, -0.36], [-0.52, -0.15, 0.08], [0.11, 0.15, -0.32], [-0.47, 0.31, 0.23], [-0.03, -0.11, 0.00], [-0.02, 0.01, -0.04], [-0.14, 0.03, 0.05], [0.04, 0.01, 0.01], [-0.04, -0.02, -0.01], [0.04, 0.06, 0.03], [0.12, -0.13, 0.06]],
  "nbo_charge": [0.65, -0.72, -0.86, -0.71, -0.67, 0.44, 0.22, 0.24, 0.23, 0.20, 0.18, 0.18, 0.23, 0.23, 0.22, -0.66, 0.37, -0.27, -0.36, -0.80, 0.37, 0.21, 0.24, 0.23, 0.22, 0.21, 0.20],
  "e_tot_ha": -444.882577,
  "homo_lumo_gap_ev": 8.0,
  "total_charge": 0,
  "e_above_lowest_ev": 4.498,
  "spin_multiplicity": 1
}

3.
{
  "formula": "C8H17NO",
  "method": "ωB97M-V/def2-TZVPD",
  "elements": ["C", "C", "C", "C", "C", "C", "C", "C", "N", "O", "H", "H", "H", "H", "H", "H", "H", "H", "H", "H", "H", "H", "H", "H", "H", "H", "H"],
  "positions_angstrom": [[1.4537, 0.2151, 0.6138], [0.3962, -0.2976, 0.0472], [2.8534, -0.3061, 0.0357], [1.5097, 1.0228, 1.8859], [-1.5998, -0.2849, 1.6192], [-1.5490, 1.3445, -0.3287], [-1.7753, -1.1633, -0.8587], [-1.1210, -0.1015, 0.1543], [0.4282, -0.7086, -2.9428], [0.8238, -1.3572, -1.8873], [3.4988, 0.6769, -0.2472], [3.4419, -0.9611, 0.7665], [2.8670, -0.8362, -0.8892], [2.1177, 1.8928, 1.6917], [2.0436, 0.4389, 2.6217], [0.4919, 1.3635, 2.1493], [-2.6511, -0.1056, 1.7681], [-1.5214, -1.3780, 1.9550], [-0.9540, 0.3390, 2.2625], [-1.4335, 1.9645, 0.6540], [-0.9090, 1.7673, -1.1401], [-2.5495, 1.2384, -0.6703], [-1.3691, -2.1411, -0.8416], [-2.7861, -1.1971, -0.3411], [-1.8904, -0.7070, -1.8069], [0.7156, 0.1564, -3.1409], [-0.5322, -0.8748, -3.1302]],
  "forces_ev_per_a": [[2.30, -2.17, -1.03], [-1.64, 0.68, -0.53], [1.48, 2.80, 1.27], [-0.51, 0.23, -1.10], [1.07, -1.96, 0.04], [2.06, -0.17, 2.15], [-2.16, 1.86, 3.78], [1.06, -0.77, -1.63], [-1.64, -4.36, 0.44], [0.71, 0.71, 1.21], [-1.15, -2.13, 1.06], [-0.83, 1.21, -0.64], [-0.88, -0.43, -0.48], [0.22, 0.48, 0.01], [-0.27, -0.11, 0.58], [0.88, -0.21, 0.34], [-0.45, 0.70, -0.18], [0.39, 1.39, -0.49], [-0.83, -0.48, -0.07], [-0.53, -0.48, -2.11], [-0.42, -0.44, 0.71], [-1.07, 0.47, -0.06], [0.66, -0.66, -0.11], [0.56, -0.40, -1.26], [-0.09, 0.08, -0.94], [1.93, 4.13, -0.47], [-0.85, 0.02, -0.49]],
  "nbo_charge": [-0.14, 0.26, -0.62, -0.63, -0.61, -0.60, -0.59, -0.15, -0.40, -0.36, 0.19, 0.21, 0.24, 0.22, 0.22, 0.21, 0.21, 0.22, 0.21, 0.21, 0.21, 0.21, 0.23, 0.19, 0.19, 0.33, 0.32],
  "e_tot_ha": -444.774740,
  "homo_lumo_gap_ev": [8.0, 9.4],
  "total_charge": 0,
  "e_above_lowest_ev": 7.433,
  "spin_multiplicity": 1
}